Entry 1:
ORCA calculation (ωB97M-V/def2-TZVPD) on a structure of composition C29H28BClN4O5Rh.

HOMO-LUMO gap   6.674 eV
LUMO energy   2.55 eV

```
! wB97M-V def2-TZVPD RIJCOSX def2/J DEFGRID3
* xyz -1 1
Rh 0.1566 -0.9482 -0.3439
C -2.7315 -2.4543 -3.0936
C -2.0325 -1.5144 -2.1360
O -0.8913 -1.9240 -1.7471
C -2.6913 -0.3471 -1.7670
C -2.2346 0.6544 -0.8735
C -3.1030 1.8573 -0.6216
N -1.0897 0.5616 -0.2588
N -0.6978 1.6086 0.5718
C 0.4395 1.3268 1.1406
O 1.1302 0.2513 0.9699
C 1.0329 2.3557 2.0421
C 2.2571 2.0934 2.6509
C 2.8508 3.0449 3.4706
C 2.2275 4.2658 3.6888
C 0.9991 4.5266 3.0903
C 0.4047 3.5783 2.2722
H -1.9863 -3.0475 -3.6199
H -3.3503 -1.9144 -3.8103
H -3.3733 -3.1347 -2.5296
H -3.6607 -0.1800 -2.2167
H -4.0295 1.7780 -1.1873
H -2.5863 2.7784 -0.8975
H -3.3269 1.9405 0.4423
H 2.7206 1.1328 2.4685
H 3.8010 2.8294 3.9456
H 2.6907 5.0081 4.3276
H 0.5046 5.4752 3.2617
H -0.5464 3.7665 1.7924
O -1.3612 -3.2293 0.9137
B -0.3423 -2.2377 1.0605
O -0.1054 -2.0507 2.4566
C -0.8736 -2.9671 3.0939
C -0.9664 -3.2221 4.4426
C -1.8533 -4.2259 4.8469
C -2.6066 -4.9328 3.9217
C -2.5059 -4.6664 2.5518
C -1.6315 -3.6779 2.1636
H -0.3732 -2.6627 5.1539
H -1.9506 -4.4542 5.9011
H -3.2839 -5.7058 4.2632
H -3.0871 -5.2108 1.8193
Cl 1.5076 -2.9007 0.0704
C 3.1413 4.3953 -0.0589
N 3.3058 3.2951 -1.0128
N 2.0909 2.8142 -1.5279
C 2.0984 1.4186 -1.5760
O 1.2390 0.7484 -2.1231
C 3.3246 1.0362 -0.9017
C 3.9797 2.1581 -0.5639
C 5.2289 2.3128 0.2308
C 1.2942 3.6326 -2.3502
C -0.0659 3.3488 -2.4462
C -0.8647 4.1339 -3.2599
C -0.3282 5.2070 -3.9617
C 1.0258 5.4861 -3.8533
C 1.8437 4.6970 -3.0566
H 2.6133 5.2110 -0.5471
H 4.1312 4.7488 0.2235
H 2.5866 4.0868 0.8287
H 3.6018 0.0146 -0.7032
H 5.7134 1.3445 0.3360
H 5.0024 2.6911 1.2306
H 5.9221 3.0056 -0.2488
H -0.4696 2.5200 -1.8830
H -1.9206 3.9060 -3.3379
H -0.9623 5.8206 -4.5890
H 1.4561 6.3160 -4.4002
H 2.9061 4.8904 -2.9890
*
```

---

Entry 2:
ORCA calculation (ωB97M-V/def2-TZVPD) on a cluster of 13 separate species, C5H32O13 in total in a non-equilibrium geometry.

HOMO-LUMO gap   8.739 eV
Energy above the lowest of the compared OMol25 structures with the same formula, charge and spin   0.0 kcal per mole
LUMO energy   0.16 eV

```
! wB97M-V def2-TZVPD RIJCOSX def2/J DEFGRID3
* xyz 0 1
C -2.1406 2.4112 1.3412
C 1.9535 2.2372 -1.2232
C 0.7705 1.6324 -0.9141
O 0.5722 0.2936 -1.0438
C -0.3534 2.3359 -0.3796
C -1.0446 1.7359 0.6075
H -2.5504 3.2926 0.7925
H -2.9702 1.7751 1.5510
H -1.7633 2.6963 2.3291
H 2.8797 1.7539 -1.5043
H 1.9732 3.3166 -1.1735
H 1.4153 -0.3373 -0.9373
H -0.6623 3.3270 -0.6830
H -1.0025 0.6429 0.8075
H 2.5030 -1.8087 0.0915
H 2.0835 -2.2947 -1.3515
O 2.3834 -1.5694 -0.8026
H -0.3399 -1.0699 -1.9432
H -1.4740 -1.0379 -3.1247
O -0.9757 -1.5035 -2.5183
H -3.4627 0.1550 0.0021
H -2.4553 -0.4255 -1.1553
O -3.3333 -0.5101 -0.7059
H 3.2232 3.3642 1.2468
H 4.0068 2.3719 0.4599
O 3.7510 2.5484 1.3801
H -0.5043 -4.2378 1.6529
H 0.2178 -3.2413 0.6850
O -0.2249 -4.0779 0.7620
H 1.8182 0.5809 2.9115
H 2.2855 1.4750 1.7468
O 1.5053 1.3011 2.3214
H 0.6178 -1.3226 -4.2949
H 0.7976 0.1778 -4.5443
O 0.1619 -0.5335 -4.6337
H 1.2594 4.1013 1.9456
H 0.5636 2.9626 2.7755
O 0.8498 3.9027 2.7663
H -2.6151 -1.2306 3.1138
H -2.5968 -1.7690 1.6562
O -2.1930 -1.1141 2.2922
H 0.2521 -3.0614 -2.8410
H 0.9891 -4.0176 -1.9923
O 1.1936 -3.2546 -2.5525
H -2.1864 -3.3970 -0.0365
H -3.0841 -2.0946 -0.0037
O -2.8616 -2.9276 0.4869
H 0.6741 -0.5336 1.3374
H -0.3833 -1.5356 1.8630
O 0.4767 -1.4855 1.4334
*
```

---

Entry 3:
ORCA calculation (ωB97M-V/def2-TZVPD) on a structure of composition C43H51NiO4P2S in a non-equilibrium geometry.

HOMO-LUMO gap (spin up / spin down)   5.505 / 5.424 eV
Energy above the lowest of the compared OMol25 structures with the same formula, charge and spin   0.0 kcal per mole
LUMO energy (spin up / spin down)   2.45 / 2.45 eV

```
! wB97M-V def2-TZVPD RIJCOSX def2/J DEFGRID3
* xyz -1 1
Ni -0.3630 0.3169 0.1141
C -3.1497 -1.4242 -1.0637
C -2.2703 -2.5424 -0.4870
P -0.8564 -1.8857 0.5078
C -1.4438 -2.0958 2.2552
C -0.6848 -1.4338 3.2271
C -0.9715 -1.5790 4.5774
C -2.0446 -2.3604 4.9866
C -2.8248 -2.9959 4.0329
C -2.5189 -2.8730 2.6804
C 0.2898 -3.3550 0.4811
C 0.4997 -4.1006 -0.6824
C 1.4278 -5.1344 -0.7251
C 2.1939 -5.4378 0.3913
C 2.0245 -4.6864 1.5443
C 1.0862 -3.6614 1.5869
C -2.5684 -0.8324 -2.3593
P -1.3497 0.5236 -2.0308
C -0.5599 0.7373 -3.6949
C 0.0841 1.9573 -3.9252
C 0.7627 2.2038 -5.1074
C 0.8163 1.2295 -6.0985
C 0.1883 0.0125 -5.8843
C -0.4866 -0.2324 -4.6905
C -2.4927 1.9809 -2.2656
C -3.3118 2.1320 -3.3884
C -4.1606 3.2216 -3.5094
C -4.1976 4.1918 -2.5116
C -3.3630 4.0738 -1.4118
C -2.5119 2.9762 -1.2972
H -3.2772 -0.6352 -0.3156
H -4.1413 -1.8283 -1.2804
H -1.8666 -3.1339 -1.3080
H -2.8628 -3.2195 0.1248
H 0.1187 -0.7815 2.8916
H -0.3692 -1.0557 5.3115
H -2.2774 -2.4688 6.0399
H -3.6760 -3.5940 4.3375
H -3.1436 -3.3969 1.9690
H -0.0418 -3.8523 -1.5827
H 1.5586 -5.6986 -1.6420
H 2.9172 -6.2445 0.3603
H 2.6276 -4.8948 2.4210
H 0.9809 -3.0861 2.4964
H -3.3727 -0.4478 -2.9863
H -2.0493 -1.6195 -2.9085
H 0.0506 2.7185 -3.1526
H 1.2565 3.1567 -5.2586
H 1.3418 1.4185 -7.0269
H 0.2280 -0.7580 -6.6463
H -0.9494 -1.1997 -4.5383
H -3.2750 1.3962 -4.1860
H -4.7975 3.3158 -4.3819
H -4.8702 5.0363 -2.6024
H -3.3785 4.8304 -0.6345
H -1.8462 2.8472 -0.4512
C 5.0599 -0.3283 4.8798
O 5.2796 0.8573 4.1419
C 4.4623 1.0769 3.0717
C 4.8160 2.1867 2.2721
C 4.0783 2.4465 1.1505
C 2.9890 1.6498 0.7339
C 2.2481 1.9497 -0.4803
C 2.3231 3.3231 -1.1194
O 1.4798 1.1543 -1.0181
C 2.5959 0.5283 1.5703
O 1.6276 -0.2387 1.3158
C 3.3811 0.2995 2.7601
H 5.8575 -0.3836 5.6171
H 5.0967 -1.2093 4.2345
H 4.0953 -0.3101 5.3943
H 5.6635 2.7973 2.5556
H 4.3905 3.2823 0.5370
H 3.1197 3.9585 -0.7400
H 1.3650 3.8140 -0.9229
H 2.4269 3.2057 -2.1994
H 3.0813 -0.5489 3.3599
C 2.3735 -2.2051 -3.7574
S 1.8120 -1.0458 -2.4886
C 2.9156 -1.6694 -1.2196
O 0.4422 -1.5639 -2.1235
H 2.1840 -3.2189 -3.3998
H 3.4392 -2.0442 -3.9434
H 1.8048 -2.0043 -4.6654
H 3.8905 -1.1908 -1.3435
H 2.9864 -2.7559 -1.2776
H 2.4617 -1.3617 -0.2723
C -1.7770 1.7083 3.7169
C -1.9754 2.1001 2.2440
C -1.9387 3.6406 2.1897
C -3.3535 1.5867 1.8114
C -0.8538 1.5336 1.3987
H -2.4970 2.2439 4.3491
H -0.7649 1.9540 4.0536
H -1.9356 0.6395 3.8535
H -2.8079 4.0667 2.7068
H -1.9352 4.0125 1.1641
H -1.0319 4.0077 2.6785
H -4.1402 1.9825 2.4665
H -3.3671 0.4938 1.8755
H -3.5849 1.8681 0.7842
H 0.0877 1.9799 1.7824
*
```

---

Entry 4:
ORCA calculation (ωB97M-V/def2-TZVPD) on a cluster of 2 separate species, C4H10N4 in total in a non-equilibrium geometry.

HOMO-LUMO gap   9.661 eV
Energy above the lowest of the compared OMol25 structures with the same formula, charge and spin   27.3 kcal per mole
LUMO energy   -8.56 eV

```
! wB97M-V def2-TZVPD RIJCOSX def2/J DEFGRID3
* xyz 2 1
C 2.6852 -0.4676 -1.1949
C -2.5230 0.0045 1.5931
C 1.4549 1.2772 -1.3883
C 0.6506 0.2653 -0.7289
N 2.7306 0.7539 -1.6683
N 1.4602 -0.7819 -0.7697
N -3.3703 -0.5397 2.3777
N -1.4264 -0.5068 1.0323
H 3.5650 -1.2281 -1.3263
H 0.9605 1.2763 -2.4258
H 1.3367 2.3390 -1.2526
H -2.7273 1.0022 1.2916
H 3.5243 1.1927 -2.1127
H 1.2352 -1.6193 -0.3511
H -4.0840 0.0583 2.8285
H -3.5171 -1.5488 2.5592
H -0.7930 0.0415 0.4131
H -1.1622 -1.5187 1.1230
*
```

---

Entry 5:
ORCA calculation (ωB97M-V/def2-TZVPD) on a structure of composition C37H47N8O4PS4Sr in a non-equilibrium geometry.

HOMO-LUMO gap   7.322 eV
Energy above the lowest of the compared OMol25 structures with the same formula, charge and spin   11.7 kcal per mole
LUMO energy   0.55 eV

```
! wB97M-V def2-TZVPD RIJCOSX def2/J DEFGRID3
* xyz 0 1
Sr -0.0556 0.1268 0.0967
C 0.4944 7.6834 4.7858
C 0.0599 6.4327 4.0805
C 0.6623 6.0384 2.8938
C 0.2902 4.8645 2.2537
C -0.7110 4.0810 2.7930
C -1.3442 4.4632 3.9713
C -0.9524 5.6264 4.6091
S -1.2472 2.5845 2.0013
O -2.6869 2.7292 1.8742
O -0.7751 1.4493 2.7766
N -0.4627 2.4749 0.6420
C -0.8977 3.0588 -0.5340
C -1.6667 4.2260 -0.5726
C -2.0266 4.7133 -1.8149
C -1.6237 4.0352 -2.9627
C -0.8481 2.8961 -2.8072
N -0.4627 2.4182 -1.6257
H 1.4350 7.5260 5.3197
H -0.2474 7.9999 5.5191
H 0.6518 8.5042 4.0850
H 1.4417 6.6549 2.4581
H 0.7704 4.5567 1.3332
H -2.1446 3.8556 4.3742
H -1.4456 5.9244 5.5269
H -1.9989 4.7084 0.3326
H -2.6249 5.6136 -1.8880
H -1.8882 4.3738 -3.9547
H -0.5025 2.3393 -3.6726
C 1.1994 -3.2846 1.7701
C -0.1520 -2.8682 2.2320
N -0.8228 -1.9199 1.6520
C -2.0753 -1.7769 2.1859
C -2.3496 -2.6103 3.2290
S -1.0064 -3.6389 3.5031
C -3.0306 -0.8584 1.5568
C -4.2792 -0.5866 2.0255
S -5.1206 0.3877 0.9018
C -3.7592 0.3715 -0.1304
N -2.7454 -0.3005 0.3290
C -3.7134 1.0884 -1.4380
H 1.8285 -2.4064 1.6376
H 1.0948 -3.7814 0.8019
H 1.6817 -3.9682 2.4695
H -3.2666 -2.6922 3.7884
H -4.7217 -0.9059 2.9545
H -4.5292 0.7735 -2.0897
H -2.7729 0.8464 -1.9283
H -3.7696 2.1696 -1.3007
O 1.6555 -0.8592 -1.2613
N 1.8447 -1.9861 -1.9255
C 3.0974 -2.2296 -2.3707
C 3.4197 -3.3797 -3.0396
C 2.3975 -4.3092 -3.2705
C 1.1271 -4.0262 -2.8490
C 0.7925 -2.8293 -2.1715
S -0.7788 -2.4387 -1.6960
H 3.7866 -1.4302 -2.1429
H 4.4355 -3.5338 -3.3727
H 2.6014 -5.2372 -3.7893
H 0.3152 -4.7158 -3.0320
O 1.8868 0.1394 1.7834
P 3.0302 -0.0270 2.6987
N 4.2330 -0.9253 2.0128
C 4.4518 -0.6360 0.5818
C 5.6246 -1.5379 0.2335
C 6.4988 -1.4224 1.4792
C 5.4887 -1.3764 2.6340
N 2.5758 -0.7920 4.1020
C 3.2613 -1.7652 4.9586
C 2.5406 -1.6598 6.3077
C 1.1586 -1.1348 5.9394
C 1.4655 -0.1445 4.8247
N 3.5966 1.5008 3.0605
C 4.5733 1.7012 4.1339
C 4.4180 3.1724 4.5220
C 2.9561 3.4636 4.1955
C 2.7417 2.6928 2.8986
H 4.7174 0.4206 0.4326
H 3.5351 -0.8374 0.0266
H 6.1360 -1.2225 -0.6761
H 5.2735 -2.5624 0.0876
H 7.0690 -0.4916 1.4435
H 7.2104 -2.2390 1.5950
H 5.8269 -0.6994 3.4232
H 5.3544 -2.3640 3.0784
H 4.3211 -1.5468 5.0714
H 3.1713 -2.7735 4.5383
H 3.0578 -0.9395 6.9466
H 2.5213 -2.6129 6.8355
H 0.6323 -0.6731 6.7744
H 0.5347 -1.9374 5.5475
H 1.7844 0.8226 5.2417
H 0.6250 0.0391 4.1546
H 5.5914 1.4728 3.8052
H 4.3421 1.0497 4.9919
H 5.0724 3.7891 3.9007
H 4.6819 3.3547 5.5635
H 2.7336 4.5248 4.0947
H 2.3027 3.0619 4.9757
H 3.0696 3.2781 2.0313
H 1.7100 2.3947 2.7252
*
```

---

Entry 6:
ORCA calculation (ωB97M-V/def2-TZVPD) on the molecule C3H8N4O in a non-equilibrium geometry.

HOMO-LUMO gap (spin up / spin down)   8.484 / 6.126 eV
Energy above the lowest of the compared OMol25 structures with the same formula, charge and spin   173.4 kcal per mole
LUMO energy (spin up / spin down)   0.66 / -0.45 eV

```
! wB97M-V def2-TZVPD RIJCOSX def2/J DEFGRID3
* xyz 0 1
C -0.3150 0.0846 -0.4222
C -0.2520 -0.7553 0.7809
C -0.6990 -0.6828 -1.6626
N 1.8626 1.3519 0.0941
N 0.9647 0.8501 -0.8002
N 1.7337 0.9999 1.2737
N -1.1650 -0.4616 1.7256
O 2.5151 1.1133 2.1740
H -1.1459 0.8960 -0.3342
H 0.5501 -1.5814 0.9488
H -0.5690 -0.1022 -2.6664
H -1.8088 -0.9802 -1.5659
H 0.0055 -1.4000 -1.8636
H 0.8465 1.2609 -1.7047
H -0.9332 -0.9935 2.4922
H -1.5904 0.4002 1.5306
*
```

---

Entry 7:
ORCA calculation (ωB97M-V/def2-TZVPD) on a cluster of 6 separate species, C18H36O18 in total in a non-equilibrium geometry.

HOMO-LUMO gap (spin up / spin down)   9.197 / 2.207 eV
<S²>   0.76
Energy above the lowest of the compared OMol25 structures with the same formula, charge and spin   9.8 kcal per mole
LUMO energy (spin up / spin down)   -3.20 / -10.20 eV

```
! wB97M-V def2-TZVPD RIJCOSX def2/J DEFGRID3
* xyz 1 2
C 1.9148 -1.3298 2.6568
O 0.7293 -0.5189 2.3969
C -0.1715 -0.9258 1.3964
O -0.1228 -1.9318 0.6277
O -1.1440 0.0035 1.3823
C -2.0841 0.1453 0.3272
H 2.7687 -0.7242 2.9604
H 2.1309 -1.9642 1.7972
H 1.6073 -1.9719 3.4821
H -2.7780 -0.6929 0.2622
H -1.5538 0.2799 -0.6155
H -2.5940 1.1019 0.4417
C -1.4796 1.9718 -4.7358
O -0.4978 1.0063 -4.5023
C -0.0132 0.8420 -3.2489
O -0.3450 1.5506 -2.2664
O 0.8267 -0.1305 -3.3235
C 1.4646 -0.5989 -2.1797
H -2.2908 1.9339 -4.0086
H -1.8625 1.8013 -5.7420
H -1.0629 2.9643 -4.5649
H 0.7519 -0.6497 -1.3566
H 2.1742 0.0972 -1.7324
H 1.8368 -1.6226 -2.2186
C -4.7995 2.0460 -1.0718
O -5.3579 2.9226 -2.1271
C -6.2520 2.5309 -3.0878
O -6.7617 1.3965 -3.3504
O -6.3858 3.5727 -3.8502
C -6.9976 3.5593 -5.1062
H -5.5854 1.6212 -0.4473
H -4.2036 2.6526 -0.3898
H -4.1567 1.2548 -1.4575
H -7.1143 2.6170 -5.6415
H -6.6192 4.3195 -5.7896
H -7.9603 4.0428 -4.9403
C 6.1309 0.3080 8.7170
O 4.8866 -0.4883 8.4663
C 4.3741 -0.7061 7.2511
O 4.7923 -0.1790 6.2106
O 3.3769 -1.6319 7.3044
C 2.9266 -2.2909 6.1469
H 6.3184 1.0989 7.9907
H 7.0344 -0.2632 8.5034
H 6.1643 0.6748 9.7429
H 2.9672 -1.6532 5.2638
H 1.8800 -2.5784 6.2474
H 3.5504 -3.1188 5.8099
C -4.0333 -0.7807 -4.8838
O -3.6240 -0.9370 -3.5103
C -3.3589 -2.2276 -3.1476
O -3.2610 -3.1624 -3.8880
O -3.2344 -2.1705 -1.8026
C -3.2237 -3.4151 -1.0920
H -4.9906 -1.2376 -5.1350
H -3.3275 -1.0345 -5.6747
H -4.2258 0.2809 -5.0384
H -2.8255 -4.2509 -1.6673
H -4.2605 -3.6989 -0.9118
H -2.7351 -3.1859 -0.1449
C 5.2185 -0.2724 -1.5097
O 5.8063 -0.2415 -0.2286
C 5.1514 0.2986 0.7322
O 4.0671 0.8615 0.6723
O 5.8877 0.2249 1.8669
C 5.4368 0.7519 3.0474
H 4.3968 -0.9870 -1.5571
H 5.9132 -0.5198 -2.3124
H 4.8170 0.7101 -1.7578
H 5.1431 -0.1150 3.6392
H 4.6492 1.5054 3.0361
H 6.2001 1.2591 3.6374
*
```

---

Entry 8:
ORCA calculation (ωB97M-V/def2-TZVPD) on a cluster of 2 separate species, C3H12N2 in total in a non-equilibrium geometry.

HOMO-LUMO gap   9.601 eV
Structure (SMILES)   CCN.CN
Energy above the lowest of the compared OMol25 structures with the same formula, charge and spin   46.0 kcal per mole
LUMO energy   1.02 eV

```
! wB97M-V def2-TZVPD RIJCOSX def2/J DEFGRID3
* xyz 0 1
C -3.0312 -0.1516 -0.3532
C -2.6414 -0.8408 0.9863
N -1.6122 -0.0665 1.6006
H -4.0993 0.1619 -0.2027
H -2.4943 0.7918 -0.6263
H -2.9598 -0.9196 -1.2346
H -3.4788 -1.0441 1.5526
H -2.3688 -1.7699 0.9552
H -1.3896 0.9129 1.3768
H -0.7690 -0.4908 1.5989
C 3.6108 0.5597 -1.3944
N 3.2723 0.2348 -0.0070
H 4.1235 1.5044 -1.4729
H 2.5891 0.6288 -1.9698
H 4.2533 -0.1206 -1.9143
H 3.2419 1.0067 0.5432
H 3.7537 -0.3972 0.5617
*
```